Entry 1:
The following is a DFT calculation (the ωB97M-V functional and the def2-TZVPD basis) of C31H37ClFeN5O3 as an isolated structure in a non-equilibrium geometry.

Last column: Mulliken spin population.
Atoms and positions in Å:
Fe  -0.18527  -0.12491  1.03688  1.041
C  -0.12240  0.90102  -2.03142  0.006
C  -1.33041  1.74265  -1.63828  -0.007
C  -1.14874  2.56811  -0.37203  0.005
N  -0.82353  1.83285  0.85764  -0.021
C  -0.87321  2.53772  1.97768  -0.001
C  -1.15494  3.92545  2.00298  0.006
C  -1.42915  4.79403  3.04861  -0.005
C  -1.36298  4.61396  4.41710  0.008
C  -0.90671  3.46295  5.04078  -0.003
C  -0.53870  2.24456  4.50739  0.010
C  -0.60099  1.73531  3.18431  -0.005
N  -0.41930  0.46109  2.91739  -0.018
C  -0.28285  -0.47591  4.02491  0.000
C  -0.50759  -1.90246  3.54231  0.006
C  0.75068  -2.39425  2.87897  0.003
N  1.11292  -1.42914  1.85618  -0.023
C  2.23143  -1.63702  1.19049  0.000
C  3.08225  -2.73695  1.43828  0.009
C  4.27065  -3.10131  0.84692  -0.001
C  5.00490  -2.48590  -0.16033  0.011
C  4.65514  -1.32435  -0.81713  -0.006
C  3.55946  -0.48691  -0.65460  0.010
C  2.48093  -0.55517  0.23805  -0.015
N  1.54046  0.38685  0.32824  -0.034
C  1.74246  1.62313  -0.41981  0.002
C  1.22837  1.59476  -1.87786  -0.002
H  -0.24682  0.54226  -3.05442  -0.001
H  -0.09965  -0.00180  -1.42919  0.015
H  -2.20703  1.08974  -1.54858  0.000
H  -1.55905  2.46113  -2.43057  0.000
H  -2.08071  3.12367  -0.21988  -0.002
H  -0.37741  3.32316  -0.56394  -0.001
H  -1.22796  4.39371  1.03570  0.002
H  -1.73037  5.78601  2.72627  -0.001
H  -1.63929  5.44946  5.04669  0.001
H  -0.81309  3.52152  6.12052  0.000
H  -0.18377  1.53813  5.24218  0.001
H  -1.02242  -0.25124  4.79947  -0.001
H  0.70958  -0.37600  4.48259  -0.003
H  -1.31127  -1.91330  2.80617  -0.003
H  -0.80841  -2.55443  4.36422  -0.001
H  0.60817  -3.40161  2.46442  -0.002
H  1.55309  -2.45424  3.62410  0.000
H  2.72853  -3.42813  2.18807  0.000
H  4.68963  -4.02885  1.22407  0.000
H  5.92373  -2.96949  -0.46600  0.001
H  5.33852  -1.01089  -1.60032  -0.001
H  3.53174  0.34022  -1.34654  0.004
H  2.80204  1.88948  -0.43043  -0.001
H  1.24311  2.39473  0.15329  -0.005
H  1.93700  1.05237  -2.50833  -0.001
H  1.20981  2.62664  -2.24452  0.000
N  -2.34503  -0.34420  1.23923  -0.008
H  -2.79319  0.53618  1.01721  0.002
H  -2.68503  -0.66104  2.13940  0.000
H  -2.56198  -1.03699  0.52915  0.001
C  -3.69268  -0.81286  -3.72396  0.000
C  -2.23481  -0.85912  -4.08254  -0.001
C  -1.69207  -0.00559  -5.02769  0.000
C  -0.34007  -0.06759  -5.33961  0.000
Cl  0.31536  1.03533  -6.52177  0.000
C  0.48405  -0.98715  -4.72703  0.000
C  -0.04407  -1.85444  -3.77566  0.000
C  -1.38911  -1.77935  -3.44907  -0.001
O  -1.99214  -2.56394  -2.51465  0.000
C  -1.17323  -3.36287  -1.67382  0.002
C  -0.17031  -2.53131  -0.86054  0.006
O  1.02321  -2.74415  -0.97536  0.005
O  -0.75736  -1.61557  -0.15502  0.014
H  -4.21507  -0.07296  -4.32888  0.000
H  -3.82548  -0.56408  -2.66871  0.000
H  -4.16106  -1.78634  -3.87693  0.000
H  -2.32338  0.72147  -5.52323  0.000
H  1.53474  -1.03271  -4.97902  0.000
H  0.61115  -2.55996  -3.28369  0.000
H  -0.63191  -4.12325  -2.23923  0.000
H  -1.88112  -3.83990  -0.99728  0.000

Properties
Multiplicity: 2
E: -93249.4004 eV
<S²>: 0.81
F_max: 0.029 Eh/bohr

Entry 2:
The following is a DFT calculation (the ωB97M-V functional and the def2-TZVPD basis) of a 32-piece molecular cluster, H64O32 overall in a non-equilibrium geometry.

Last column: Löwdin charge in e.
Atoms and positions in Å:
O  4.43064  3.24281  0.89992  -0.066
H  4.32373  3.64414  0.03043  0.041
H  4.31469  3.96108  1.55482  0.059
O  0.00628  -3.65464  2.02537  -0.065
H  0.41723  -4.52755  1.86391  0.009
H  -0.88283  -3.65823  1.59928  0.035
O  0.02810  -5.53808  -0.85548  -0.044
H  0.50993  -5.61945  -0.01093  0.024
H  -0.88393  -5.27239  -0.66597  0.050
O  0.50306  -1.32677  3.73122  -0.061
H  0.10241  -2.10968  3.32492  0.022
H  0.09830  -1.29196  4.62698  0.060
O  2.10853  -5.44160  1.58158  -0.033
H  2.60198  -6.27278  1.58853  0.074
H  2.69836  -4.71575  1.38806  0.056
O  -0.50587  0.25973  6.31390  -0.062
H  -1.11457  0.94087  5.91591  0.030
H  0.21337  0.72913  6.70108  0.018
O  2.85037  -2.04112  -2.22286  -0.066
H  2.30846  -1.32129  -1.85298  0.043
H  3.34508  -1.62779  -2.97205  0.062
O  -2.01356  3.51112  2.28181  -0.053
H  -2.36495  4.40502  2.28932  0.070
H  -1.04342  3.63351  2.27427  0.016
O  0.38079  -3.45597  -2.80543  -0.044
H  0.30037  -4.07868  -2.09257  0.010
H  1.27710  -3.14424  -2.66621  0.024
O  -3.78129  1.82061  0.07238  -0.065
H  -3.77814  1.01219  0.63015  0.029
H  -3.24641  2.48183  0.55224  0.030
O  4.11586  1.11915  3.18297  -0.045
H  5.00304  1.19304  2.84302  0.040
H  3.54792  1.22042  2.41141  0.027
O  -1.76574  1.83525  -5.27342  -0.056
H  -2.12952  1.80510  -4.38324  -0.002
H  -1.88008  0.89308  -5.46996  0.039
O  -5.02052  3.91562  -1.35997  -0.066
H  -5.92570  4.24411  -1.38385  0.038
H  -5.01392  3.32147  -0.59597  0.004
O  1.31839  3.12749  0.08359  -0.059
H  0.49004  3.35691  -0.36624  0.042
H  1.78904  2.45808  -0.44393  0.019
O  3.09562  -0.59568  -4.66951  -0.071
H  2.89516  0.31251  -4.96611  0.045
H  2.23372  -1.01792  -4.81283  0.000
O  -3.36632  -0.47174  1.92676  -0.029
H  -3.00784  -1.28113  1.56986  0.022
H  -2.60298  0.04301  2.16735  0.008
O  -0.44669  0.71260  -0.67409  -0.075
H  -0.39192  0.55628  0.30607  0.052
H  0.47530  0.65006  -0.97911  0.018
O  -2.49498  1.91543  4.64126  -0.076
H  -2.21019  2.51961  3.90912  0.014
H  -3.42168  1.74415  4.41413  0.011
O  0.40708  -1.66516  -5.01022  -0.073
H  -0.49540  -1.55004  -5.32955  0.017
H  0.20101  -2.21922  -4.20031  0.029
O  -4.94693  0.42650  4.42864  -0.043
H  -4.70190  -0.01808  5.22439  0.036
H  -4.36516  0.08916  3.73148  0.009
O  -1.23928  -1.87815  -1.36669  -0.070
H  -0.47867  -2.26108  -1.86443  0.027
H  -1.12087  -0.92940  -1.13355  0.030
O  3.16112  -1.42761  2.11902  -0.051
H  3.52266  -0.87055  2.82841  0.036
H  2.24915  -1.51127  2.42583  0.024
O  0.89439  1.69232  -4.07630  -0.037
H  0.04990  1.43042  -4.45255  0.004
H  1.10327  2.57607  -4.37803  0.052
O  0.64936  3.29161  2.73481  -0.050
H  1.29038  3.63069  3.33877  0.053
H  1.03168  2.90052  1.92308  0.028
O  -2.68190  -3.17301  0.33599  -0.082
H  -2.06964  -2.69434  -0.28248  -0.020
H  -3.50386  -3.29829  -0.12963  0.039
O  -1.64808  3.80594  -1.58321  -0.053
H  -1.61520  3.23659  -2.35192  0.008
H  -2.54706  4.20562  -1.63408  0.045
O  2.22194  0.73377  -1.43589  -0.074
H  3.15937  0.94901  -1.25736  0.019
H  2.05331  1.01584  -2.34483  0.041
O  -2.46970  -1.56501  -4.37826  -0.052
H  -2.96041  -2.38616  -4.33911  0.047
H  -2.52898  -1.20499  -3.47070  0.023
O  -0.54402  0.69446  2.19536  -0.038
H  -0.05358  0.17867  2.84860  0.020
H  -0.73077  1.53501  2.60026  -0.001
O  4.65172  -1.97828  -0.07982  -0.067
H  4.18908  -2.02228  0.77836  0.008
H  4.05995  -2.26603  -0.77231  -0.001
O  4.78213  0.54455  -1.03431  -0.052
H  4.63919  -0.27040  -0.48914  0.024
H  5.52873  0.94418  -0.62797  0.036
O  -2.35703  0.96779  -2.56844  -0.066
H  -1.96513  1.22068  -1.72449  -0.004
H  -3.31167  0.99901  -2.37633  0.073

Properties
Multiplicity: 1
E: -66565.4794 eV
Energy above the lowest of the compared OMol25 structures with the same formula, charge and spin: 58.2 kJ/mol
F_max: 0.037 Eh/bohr

Entry 3:
The following is a DFT calculation (the ωB97M-V functional and the def2-TZVPD basis) of a 2-piece molecular cluster, C5H15N3O2S overall in a non-equilibrium geometry.

Last column: natural (NBO) charge in e.
Atoms and positions in Å:
C  0.10598  2.53353  -0.93168  -0.630
C  0.86838  0.88705  -2.71361  -0.625
C  -1.83678  -2.46366  0.76072  -0.486
C  0.11846  -2.34271  2.15599  -0.483
C  0.76684  1.21169  -1.23678  -0.427
N  0.36203  0.65907  1.72575  -0.601
N  -1.11909  -1.78726  1.77181  -0.246
N  -0.70017  0.26358  1.00290  -0.403
O  -1.37436  -0.41789  -1.32340  -0.933
O  0.76667  -1.26333  -0.42999  -0.986
S  -0.19986  -0.19506  -0.53823  2.230
H  -0.93208  2.50470  -1.25353  0.225
H  0.13114  2.73960  0.13575  0.229
H  0.62089  3.33991  -1.44885  0.218
H  1.22031  -0.13548  -2.83047  0.232
H  1.56055  1.55842  -3.21799  0.220
H  -0.11170  0.96364  -3.17542  0.228
H  -2.40466  -3.26036  1.25961  0.213
H  -2.55476  -1.77781  0.31424  0.234
H  -1.21208  -2.90776  -0.02357  0.189
H  -0.11244  -3.20794  2.78924  0.225
H  0.75536  -2.67447  1.32637  0.210
H  0.65602  -1.63207  2.79320  0.186
H  1.74360  1.11936  -0.76546  0.226
H  1.21840  0.14284  1.53113  0.365
H  0.13378  0.72365  2.70931  0.387

Properties
Multiplicity: 1
E: -24824.5988 eV
Energy above the lowest of the compared OMol25 structures with the same formula, charge and spin: 215.8 kJ/mol
F_max: 0.027 Eh/bohr

Entry 4:
The following is a DFT calculation (the ωB97M-V functional and the def2-TZVPD basis) of a 15-piece molecular cluster, H30O14S overall in a non-equilibrium geometry.

Last column: natural (NBO) charge in e.
Atoms and positions in Å:
S  2.33367  2.47439  -1.60239  -0.331
H  2.50214  1.51021  -2.57796  0.160
H  3.62313  2.60122  -1.19572  0.131
H  2.29920  1.09539  1.48230  0.507
H  3.35426  1.11429  0.37806  0.452
O  3.21314  1.09240  1.22045  -0.971
H  -4.47399  -0.73842  -1.00854  0.464
H  -2.88074  -0.71154  -1.50714  0.493
O  -3.64216  -0.16593  -1.17547  -1.060
H  -2.23811  1.79687  -0.67649  0.485
H  -2.68764  3.25150  -0.91130  0.446
O  -2.01530  2.65003  -1.17803  -1.079
H  2.60465  -0.66022  1.20661  0.476
H  1.29638  -1.38284  1.61293  0.486
O  2.12545  -1.46483  1.17261  -1.031
H  -0.43797  -3.66062  -3.52573  0.463
H  -0.09581  -2.80973  -2.48464  0.482
O  -0.62023  -3.55032  -2.63639  -0.953
H  -1.86560  -1.24065  4.44715  0.457
H  -0.95552  -2.42592  4.21451  0.484
O  -1.80641  -2.09706  4.61003  -0.956
H  -0.53743  -0.48626  1.69673  0.511
H  -0.44550  -2.02858  1.57109  0.497
O  -0.26638  -1.31201  2.15502  -1.000
H  2.63074  -2.35900  -1.45622  0.485
H  3.29036  -3.63388  -1.70105  0.464
O  2.48282  -3.18062  -2.00985  -0.956
H  -2.46181  0.45193  0.86368  0.484
H  -2.41403  1.72494  1.87188  0.481
O  -1.82234  0.93099  1.52084  -1.129
H  -0.70506  1.73580  -2.64670  0.510
H  -0.73826  1.24265  -4.10282  0.471
O  -0.12985  1.30533  -3.30906  -1.012
H  -1.63079  3.94413  3.22058  0.448
H  -1.57052  2.36757  3.54629  0.458
O  -1.65664  3.06421  2.89511  -1.274
H  0.43180  -3.01250  0.00654  0.486
H  -0.81980  -3.53296  -0.71580  0.501
O  -0.56219  -2.87071  0.00149  -0.985
H  0.53436  -0.00251  -0.48932  0.494
H  0.08139  0.01292  -2.01324  0.481
O  -0.15792  -0.31865  -1.10147  -1.017
H  0.42170  1.89925  0.16473  0.501
H  0.00801  1.57394  1.55666  0.511
O  0.67572  1.26376  0.93613  -1.017

Properties
Multiplicity: 2
E: -39985.8581 eV
Total charge: -1
<S²>: 0.75
F_max: 0.169 Eh/bohr

> Number 1 is which compound?

C31H37ClFeN5O3

> Which of these has the lowest E?

C31H37ClFeN5O3